No. 1
Below is a 2-piece molecular cluster, C2H2Cl6 overall, with properties calculated with wB97M-V/def2-TZVPD.

```
10
Properties=species:S:1:pos:R:3
Cl -2.73 0.51 1.79
C -1.00 0.70 1.57
Cl -0.10 -0.32 2.70
Cl -0.53 2.38 1.74
H -0.75 0.38 0.57
Cl 1.38 0.78 -0.93
C 1.12 -0.77 -1.72
Cl 0.15 -0.58 -3.16
Cl 0.38 -1.91 -0.59
H 2.09 -1.17 -1.99
```

Output
lowest unoccupied orbital energy	0.524	eV
Kohn-Sham gap	0.4246	hartree
net charge	0
SMILES string	ClC(Cl)Cl.ClC(Cl)Cl
ΔE to the lowest compared entry with this formula, charge and spin	0.3	kJ/mol

Results of the Mulliken charge analysis, in e, for atoms 1 through 8: -0.134 0.483 -0.107 -0.127 -0.162 -0.095 0.027 -0.109

***

No. 2
Below is a 2-piece molecular cluster, C2H2ClF2NO overall in a non-equilibrium geometry, with properties calculated with wB97M-V/def2-TZVPD.

```
9
Properties=species:S:1:pos:R:3
C -1.44 0.67 0.10
C 1.44 -0.43 0.25
N -0.93 -0.29 -0.54
O -0.78 1.19 0.99
F 1.42 -0.69 1.54
F 1.65 -1.56 -0.46
Cl 2.20 0.89 -0.27
H -2.44 0.96 -0.18
H -1.12 -0.74 -1.42
```

Output
lowest unoccupied orbital energy (spin up / spin down)	0.741 / -2.939	eV
Kohn-Sham gap (spin up / spin down)	0.3068 / 0.2826	hartree
2S+1	3
expectation value of S²	2.027
net charge	0
ΔE to the lowest compared entry with this formula, charge and spin	46.3	kJ/mol

Results of the Mulliken charge analysis, in e, for atoms 1 through 8: 0.116 0.483 -0.281 -0.407 -0.202 -0.224 -0.110 0.393